1.
{"formula": "C3H11NOS2", "method": "ωB97M-V/def2-TZVPD", "elements": ["C", "C", "H", "O", "H", "C", "H", "H", "H", "H", "S", "H", "H", "S", "H", "H", "H", "N"], "xyz": [[0.98588, -0.26479, -0.01895], [-1.19384, -0.09335, 1.40434], [0.92866, -0.40526, 2.21620], [-0.90392, 2.65569, -2.71328], [-2.90050, 0.44138, 0.33277], [0.24598, -0.71891, 1.27404], [-2.00644, -0.70570, -0.49668], [0.64185, 0.79925, -0.37325], [-1.70550, 2.13917, -3.10315], [0.86022, -0.94834, -0.84815], [2.74227, 0.23550, 0.07231], [3.22220, -1.95881, 0.07384], [-1.26991, 0.84490, 1.96241], [3.92476, -1.29718, -0.83832], [0.21081, -1.86878, 1.54765], [-1.72066, -0.98094, 1.91910], [-0.22699, 1.99253, -2.44182], [-1.83488, 0.13364, 0.03095]], "homo_energy_ev": -8.5, "total_charge": 0, "e_above_lowest_kj_mol": 214.6, "orbital_gap_ev": 8.8}

***

2.
{"formula": "C6H12N2O2S4", "method": "ωB97M-V/def2-TZVPD", "elements": ["S", "S", "H", "C", "S", "N", "H", "C", "H", "H", "H", "C", "O", "H", "C", "O", "H", "H", "N", "H", "S", "H", "H", "C", "C", "H"], "xyz": [[0.38072, 0.71962, -0.52275], [-1.05386, 2.70566, 1.02144], [4.03105, -2.12533, -0.67185], [1.57827, -2.81521, -0.63903], [-0.16805, -3.12489, -0.78977], [3.73906, -2.16836, -1.64603], [-3.41707, 3.59059, 4.69967], [2.01993, -0.45825, -1.48347], [-0.38780, -2.33555, -1.85535], [3.95210, -3.11757, -1.94049], [-1.40761, -0.99866, 0.76125], [-1.74694, -0.01152, 1.07856], [-3.61114, 3.17145, 3.85071], [-2.76850, 0.14399, 0.71201], [-0.82561, 1.03815, 0.52003], [2.17814, -3.28071, 0.29856], [1.96399, -0.23022, -0.41526], [2.87605, 0.08790, -1.88487], [-2.39301, 3.18033, 3.21036], [-1.77717, 0.03477, 2.17300], [0.49211, 0.19308, -2.22277], [0.93933, 0.22375, -3.49406], [1.95089, -2.24902, -2.69709], [2.30401, -1.96036, -1.70016], [-2.48095, 2.64495, 2.05904], [-3.42065, 2.24334, 1.68028]], "homo_energy_ev": -7.2, "total_charge": 0, "orbital_gap_ev": 6.9}

***

3.
{"formula": "C14H12F6IN2O2OsSb", "method": "ωB97M-V/def2-TZVPD", "elements": ["C", "F", "H", "H", "C", "F", "N", "C", "O", "H", "F", "C", "H", "I", "C", "F", "H", "C", "O", "Os", "H", "H", "C", "C", "H", "F", "F", "C", "H", "N", "Sb", "C", "C", "H", "H", "C", "C", "C", "H"], "xyz": [[-2.60478, 2.76656, 0.13270], [2.46033, -2.48890, 1.54503], [-3.96421, 4.17455, 0.39294], [-2.25400, 0.10858, -2.60293], [1.84598, 1.70938, 3.68273], [3.94599, -2.98339, -0.46161], [-0.45209, -0.81737, -0.70110], [-0.55037, -2.78935, -2.19862], [0.98789, -0.13651, 1.71512], [1.61552, 0.84998, 4.33787], [3.95894, -0.40627, 2.02625], [0.35571, 0.91473, 1.72923], [2.05045, 2.58647, 4.29070], [0.89977, -3.80152, -1.07108], [-0.95820, -1.48669, -1.87039], [5.52162, -0.67718, -0.29773], [-1.66605, 0.77439, -1.07629], [-1.38835, 2.37033, 0.92351], [-3.03378, 4.00889, 0.59064], [1.05544, -1.69886, 0.44808], [-3.36867, 1.98238, 0.21426], [-1.64477, 4.10705, 2.24870], [-2.41230, -1.58537, -3.81985], [-2.00199, -2.88141, -4.09561], [-0.71241, -4.49046, -3.48797], [5.17583, -2.78219, 1.94103], [2.72768, -0.76233, -0.15238], [-1.02328, 3.23726, 2.05859], [2.73823, 1.38965, 3.12990], [-0.01168, 3.02693, 2.88655], [4.39840, -1.65846, 0.74074], [-1.89998, -0.90274, -2.73566], [0.71901, 1.94368, 2.80357], [-2.40709, -3.42455, -4.93892], [-3.13721, -1.09857, -4.45745], [-0.66229, 1.22093, 0.73348], [-1.04953, -3.48406, -3.27483], [-0.93659, 0.35849, -0.39876], [-2.31713, 2.82596, -0.93044]], "homo_energy_ev": [-18.8, -18.9], "s_squared": 1.166, "spin_multiplicity": 2, "total_charge": 3, "e_above_lowest_kj_mol": 8.6, "orbital_gap_ev": [4.5, 4.8]}

***

4.
{"formula": "C5H6O", "method": "ωB97M-V/def2-TZVPD", "elements": ["H", "H", "H", "C", "O", "C", "H", "C", "C", "C", "H", "H"], "xyz": [[-0.51895, -0.64380, -2.90260], [1.67088, 0.53476, 1.55485], [-0.63419, 1.50460, -0.97039], [0.03458, 0.02229, 0.29206], [-0.51396, -1.64034, -1.09074], [-0.16041, 0.54464, -1.02577], [0.65979, 1.89682, 1.11608], [-0.43801, -0.51058, -1.83275], [-0.28747, -1.28748, 0.20792], [0.62693, 0.83804, 1.39871], [0.09224, 0.73308, 2.34365], [-0.56248, -2.01932, 0.95167]], "homo_energy_ev": -8.6, "total_charge": 0, "e_above_lowest_kj_mol": 112.0, "orbital_gap_ev": 9.7}